Entry 1:
The following is a quantum chemistry calculation of a 2-piece molecular cluster, FN2O2 overall in a non-equilibrium geometry, from the OMol25 dataset.

```
5
Properties=species:S:1:pos:R:3:forces:R:3
N 0.522 1.108 0.012 0.035 -0.965 -0.532
N -0.398 0.336 -0.340 -0.053 -1.997 0.973
O -0.452 -0.814 -0.812 0.060 2.543 0.240
O -1.402 1.011 0.142 -0.013 -0.046 -0.603
F 1.731 -1.642 0.999 -0.030 0.464 -0.078
```
Forces are in eV/Å.

The value obtained for the HOMO energy (spin up / spin down) is -3.6 / -6.1 eV. As for the charge: -1. The frontier orbital gap (spin up / spin down) is 4.71 / 8.80 eV. The value obtained for the total energy is -9786.0328 eV.

Entry 2:
The following is a quantum chemistry calculation of a 2-piece molecular cluster, FNO2S overall in a non-equilibrium geometry, from the OMol25 dataset.

```
5
Properties=species:S:1:pos:R:3:forces:R:3
N 0.731 0.289 -0.201 -0.834 0.721 1.415
O 0.979 1.261 0.450 0.275 -1.002 -0.951
O 1.307 -0.708 -0.479 -0.815 0.869 -0.061
F -2.224 -1.016 -0.426 -0.398 0.790 0.296
S -2.271 0.546 0.058 1.772 -1.379 -0.699
```
Forces are in eV/Å.

The value obtained for the HOMO energy (spin up / spin down) is -9.2 / -9.1 eV. The frontier orbital gap (spin up / spin down) is 5.31 / 5.27 eV. The value obtained for the total energy is -19130.8918 eV.

Entry 3:
The following is a quantum chemistry calculation of a 2-piece molecular cluster, FNO4S overall in a non-equilibrium geometry, from the OMol25 dataset.

```
7
Properties=species:S:1:pos:R:3:forces:R:3
N 1.300 -0.180 -0.263 2.252 -0.381 2.068
O 0.537 -0.894 -0.746 -1.226 -0.823 -0.472
O 2.086 0.592 -0.614 0.118 0.984 -0.357
O -1.661 -0.596 0.904 0.668 -2.480 3.388
O -1.760 1.480 -0.261 -0.305 -1.083 -0.599
F 1.508 -0.451 1.244 -0.671 0.179 -1.390
S -2.009 0.050 -0.263 -0.837 3.603 -2.637
```
Forces are in eV/Å.

The value obtained for the HOMO energy is -12.1 eV. The frontier orbital gap is 10.90 eV. The value obtained for the total energy is -23227.5958 eV.

Entry 4:
The following is a quantum chemistry calculation of FeH12O6 as an isolated structure in a non-equilibrium geometry, from the OMol25 dataset.

```
19
Properties=species:S:1:pos:R:3:forces:R:3
Fe -0.029 -0.004 -0.011 -0.574 -1.100 0.130
O 0.604 1.870 0.279 -0.258 -0.497 -0.158
H 0.189 2.690 0.546 -0.846 1.282 0.070
H 1.500 1.935 0.611 1.292 0.238 0.555
O 0.986 -0.708 1.499 0.241 0.089 -0.240
H 0.779 -0.746 2.433 -0.543 0.205 1.382
H 1.813 -1.183 1.417 1.246 -0.749 -0.264
O -1.583 0.473 1.152 1.735 -1.721 -2.972
H -2.402 0.950 1.022 -5.192 2.752 -1.506
H -1.423 0.522 2.095 1.277 -0.178 6.420
O -0.699 -1.897 -0.244 -0.115 0.910 -0.183
H -1.475 -2.103 -0.765 -1.078 -0.215 -0.619
H -0.286 -2.745 -0.082 0.762 -1.020 0.553
O -0.956 0.494 -1.656 0.072 -0.203 0.174
H -1.028 0.169 -2.553 0.183 -0.624 -1.278
H -1.671 1.125 -1.571 -0.938 1.146 0.052
O 1.586 -0.244 -1.152 -2.875 0.936 2.010
H 1.991 0.433 -1.695 2.335 4.677 -3.420
H 2.104 -1.031 -1.324 3.276 -5.928 -0.706
```
Forces are in eV/Å.

The expectation value of S² is 24.764. Its spin multiplicity is 10. The value obtained for the HOMO energy (spin up / spin down) is -16.9 / -27.0 eV. As for the charge: +3. The frontier orbital gap (spin up / spin down) is 5.73 / 6.39 eV. The value obtained for the total energy is -46816.0378 eV.

Entry 5:
The following is a quantum chemistry calculation of H10KO5 as an isolated structure, from the OMol25 dataset.

```
16
Properties=species:S:1:pos:R:3:forces:R:3
K -0.281 0.675 -0.219 0.535 -0.718 -0.042
O 0.146 -2.277 -0.223 -0.330 0.098 0.008
H -0.823 -2.262 -0.268 0.120 -0.047 -0.042
H 0.357 -3.158 0.102 0.118 0.047 0.002
O 1.593 0.175 1.908 -0.271 0.306 0.066
H 2.423 -0.267 2.111 -0.012 -0.064 -0.113
H 1.433 0.752 2.663 0.109 -0.082 0.068
O -1.361 3.017 -0.285 0.100 0.203 0.044
H -1.502 3.580 0.484 -0.078 0.063 -0.079
H -1.115 3.620 -0.997 -0.118 0.059 0.035
O -2.544 -1.181 -0.381 0.056 0.124 0.136
H -2.997 -1.015 0.454 -0.087 -0.126 -0.041
H -3.223 -1.530 -0.970 0.035 0.037 -0.042
O 2.267 0.053 -1.368 -0.123 0.182 0.042
H 3.015 0.649 -1.478 0.028 -0.061 -0.040
H 2.613 -0.830 -1.533 -0.082 -0.024 0.001
```
Forces are in eV/Å.

The value obtained for the HOMO energy is -14.7 eV. As for the charge: +1. The frontier orbital gap is 11.49 eV. The value obtained for the total energy is -26721.3675 eV.

Entry 6:
The following is a quantum chemistry calculation of H10KrO5 as an isolated structure, from the OMol25 dataset.

```
16
Properties=species:S:1:pos:R:3:forces:R:3
Kr 0.642 1.019 0.032 0.163 0.081 0.130
O -0.579 -0.164 -2.691 -0.537 0.051 -0.210
H 0.357 -0.312 -2.552 0.640 -0.331 -0.001
H -0.641 0.758 -2.940 -0.120 0.249 -0.135
O 2.203 -0.849 -2.676 -0.158 0.070 -0.113
H 2.801 -0.126 -2.487 0.189 0.257 0.030
H 2.585 -1.602 -2.225 0.023 -0.281 0.121
O -2.100 1.330 1.855 -0.136 0.162 -0.007
H -1.996 1.763 2.702 -0.006 0.173 0.239
H -1.552 0.547 1.917 0.011 -0.245 -0.164
O -2.544 -0.587 -0.760 -0.551 -0.005 0.592
H -2.271 -1.423 -0.381 -0.023 -0.203 0.022
H -1.874 -0.389 -1.414 0.494 0.025 -0.500
O 1.989 0.067 3.677 0.176 0.036 -0.135
H 1.149 -0.236 3.333 -0.179 -0.088 -0.131
H 1.830 0.204 4.611 0.015 0.047 0.261
```
Forces are in eV/Å.

The value obtained for the HOMO energy is -10.5 eV. The frontier orbital gap is 10.81 eV. The value obtained for the total energy is -85329.2447 eV.

Entry 7:
The following is a quantum chemistry calculation of H10LiO5 as an isolated structure in a non-equilibrium geometry, from the OMol25 dataset.

```
16
Properties=species:S:1:pos:R:3:forces:R:3
Li 0.114 0.018 0.082 -3.876 -0.534 1.312
O -1.557 -0.394 0.649 -2.862 0.544 1.978
H -1.775 -0.404 1.581 -0.216 -0.142 0.422
H -2.379 -0.611 0.208 -0.420 0.288 -0.157
O 1.514 0.071 0.470 8.918 -1.606 1.252
H 2.164 -0.583 0.212 0.686 -0.343 0.171
H 2.031 0.815 0.778 0.512 -0.324 0.398
O -0.524 0.390 -1.270 -1.452 1.121 -5.983
H -0.390 -0.403 -1.790 -0.167 0.045 -0.740
H -0.057 1.074 -1.751 -0.281 0.458 -0.468
O 0.103 1.444 0.498 -1.653 8.633 3.169
H -0.309 1.989 1.168 -0.463 0.388 0.095
H 0.901 1.916 0.261 -0.332 0.781 -0.080
O 0.070 -1.449 -0.149 1.408 -8.189 -1.552
H -0.709 -1.911 -0.459 -0.135 -0.441 0.317
H 0.804 -1.963 -0.487 0.333 -0.681 -0.135
```
Forces are in eV/Å.

The value obtained for the HOMO energy is -15.5 eV. As for the charge: +1. The frontier orbital gap is 11.88 eV. The value obtained for the total energy is -10594.7602 eV.

Entry 8:
The following is a quantum chemistry calculation of H10LiO5 as an isolated structure, from the OMol25 dataset.

```
16
Properties=species:S:1:pos:R:3:forces:R:3
Li -0.005 -0.051 -0.045 -0.074 -0.088 0.208
O 0.140 -1.624 1.221 0.295 0.110 0.380
H 0.815 -1.325 1.846 0.026 -0.231 -0.158
H -0.111 -2.502 1.531 -0.116 0.101 -0.129
O 2.126 -0.678 -0.598 -0.091 0.164 -0.049
H 2.751 0.000 -0.888 -0.053 -0.139 0.046
H 2.084 -1.308 -1.329 0.104 0.036 0.148
O -0.087 0.791 -1.838 -0.059 0.149 -0.385
H -0.467 0.346 -2.607 -0.016 0.097 0.136
H 0.232 1.638 -2.175 -0.007 -0.119 0.077
O -2.107 -0.239 0.112 -0.235 -0.033 -0.173
H -2.685 -0.824 -0.395 0.073 0.068 0.099
H -2.706 0.342 0.596 0.126 -0.039 -0.040
O 0.136 1.505 1.316 -0.108 0.114 -0.119
H -0.068 2.392 0.990 0.084 -0.116 0.092
H -0.049 1.537 2.263 0.051 -0.074 -0.133
```
Forces are in eV/Å.

The value obtained for the HOMO energy is -15.3 eV. As for the charge: +1. The frontier orbital gap is 12.07 eV. The value obtained for the total energy is -10601.8513 eV.

Entry 9:
The following is a quantum chemistry calculation of H10NaO5 as an isolated structure, from the OMol25 dataset.

```
16
Properties=species:S:1:pos:R:3:forces:R:3
Na -0.238 0.301 -0.333 0.066 -0.051 0.075
O 2.042 -0.410 -0.386 -0.023 -0.121 0.218
H 2.825 -0.689 -0.878 -0.156 0.079 0.010
H 2.168 -0.751 0.509 0.083 0.054 -0.173
O -1.234 -1.602 0.837 -0.272 -0.130 -0.008
H -2.191 -1.539 0.964 0.197 -0.034 0.015
H -0.994 -2.462 1.205 -0.005 0.130 -0.071
O -1.192 -0.975 -2.163 0.211 0.044 0.081
H -0.915 -0.972 -3.089 -0.119 -0.061 0.136
H -1.240 -1.903 -1.898 -0.011 0.151 -0.105
O 0.362 0.658 2.104 0.228 0.043 -0.437
H 1.161 1.201 2.159 -0.185 -0.135 0.241
H 0.430 -0.028 2.778 0.010 0.195 0.006
O -0.249 2.679 -0.546 -0.057 -0.016 -0.030
H -0.577 3.312 0.106 0.044 -0.103 -0.113
H -0.159 3.178 -1.368 -0.010 -0.047 0.154
```
Forces are in eV/Å.

The value obtained for the HOMO energy is -15.6 eV. As for the charge: +1. The frontier orbital gap is 12.37 eV. The value obtained for the total energy is -14813.1187 eV.